Record 1
{
  "formula": "C18H26O18",
  "method": "ωB97M-V with the def2-TZVPD basis set",
  "smiles": "COC(=O)OC.O=C1OCCO1.O=C1OCCO1.O=C1OCCO1.O=C1OCCO1.O=C1OCCO1",
  "charge": 0,
  "largest_force_ev_per_a": 6.33,
  "lumo_energy_ha": 0.00081,
  "orbital_gap_ev": 9.87,
  "homo_energy_ev": -9.8477,
  "species": ["C", "C", "O", "C", "O", "O", "H", "H", "H", "H", "C", "C", "O", "C", "O", "O", "H", "H", "H", "H", "C", "C", "O", "C", "O", "O", "H", "H", "H", "H", "C", "C", "O", "C", "O", "O", "H", "H", "H", "H", "C", "C", "O", "C", "O", "O", "H", "H", "H", "H", "C", "O", "C", "O", "O", "C", "H", "H", "H", "H", "H", "H"],
  "positions_angstrom": [[0.753, -7.321, -2.027], [1.556, -8.557, -1.912], [2.767, -8.262, -2.622], [2.924, -7.021, -2.762], [3.964, -6.575, -3.215], [1.810, -6.368, -2.342], [0.350, -7.104, -1.037], [-0.024, -7.502, -2.769], [1.017, -9.477, -2.136], [1.967, -8.669, -0.909], [-1.897, 5.593, -0.515], [-1.215, 5.900, 0.866], [-0.173, 4.982, 0.820], [-0.018, 4.370, -0.307], [0.871, 3.551, -0.509], [-0.892, 4.811, -1.155], [-2.045, 6.621, -0.847], [-2.891, 5.151, -0.450], [-1.912, 5.614, 1.654], [-0.705, 6.833, 1.109], [-3.488, 2.867, 4.044], [-2.496, 1.744, 3.911], [-2.124, 1.878, 2.586], [-2.838, 2.687, 1.903], [-2.891, 2.784, 0.685], [-3.628, 3.323, 2.731], [-3.088, 3.708, 4.611], [-4.469, 2.523, 4.372], [-2.997, 0.777, 3.863], [-1.586, 1.823, 4.506], [-3.583, -0.390, -0.655], [-3.971, -1.314, 0.503], [-5.357, -0.970, 0.734], [-5.540, 0.225, 0.178], [-6.561, 0.864, 0.346], [-4.559, 0.631, -0.472], [-3.739, -0.893, -1.610], [-2.610, 0.033, -0.404], [-3.425, -0.943, 1.370], [-3.817, -2.378, 0.321], [4.312, 2.703, -0.286], [4.793, 1.419, 0.511], [5.623, 0.851, -0.409], [5.809, 1.627, -1.429], [6.515, 1.287, -2.386], [5.219, 2.830, -1.369], [4.391, 3.520, 0.431], [3.324, 2.673, -0.745], [3.993, 0.776, 0.877], [5.426, 1.722, 1.345], [2.345, -3.064, -2.045], [1.306, -2.251, -1.495], [1.555, -1.183, -0.629], [2.659, -0.746, -0.338], [0.451, -0.707, -0.269], [0.308, 0.548, 0.456], [2.976, -2.639, -2.825], [1.833, -3.922, -2.479], [2.977, -3.538, -1.294], [1.318, 0.886, 0.688], [-0.342, 0.319, 1.301], [-0.232, 1.337, -0.067]],
  "mulliken_charge": [-0.214, -0.462, -0.340, 0.664, -0.569, -0.230, 0.281, 0.276, 0.332, 0.258, -0.164, -0.256, -0.382, 0.787, -0.609, -0.327, 0.314, 0.211, 0.122, 0.338, -0.329, -0.337, -0.161, 0.707, -0.603, -0.392, 0.292, 0.275, 0.254, 0.260, 0.081, -0.252, -0.373, 0.743, -0.621, -0.284, 0.322, -0.068, 0.103, 0.366, -0.135, -0.247, -0.298, 0.645, -0.620, -0.330, 0.296, 0.222, 0.178, 0.326, -0.614, -0.308, 0.798, -0.626, -0.274, -0.192, 0.334, 0.175, 0.289, 0.116, 0.131, 0.120]
}

=====

Record 2
{
  "formula": "C18H27AlCl3O6PS4",
  "method": "ωB97M-V with the def2-TZVPD basis set",
  "charge": 0,
  "largest_force_ev_per_a": 0.57,
  "lumo_energy_ha": 0.00084,
  "orbital_gap_ev": 8.56,
  "homo_energy_ev": -8.5397,
  "species": ["Al", "C", "C", "C", "C", "Cl", "C", "C", "C", "O", "C", "C", "O", "O", "H", "H", "H", "H", "H", "H", "H", "H", "C", "C", "C", "O", "P", "S", "S", "O", "C", "C", "C", "H", "H", "H", "H", "H", "H", "H", "H", "H", "H", "H", "H", "H", "H", "Cl", "C", "Cl", "H", "H", "C", "O", "C", "S", "S", "H", "H", "H"],
  "positions_angstrom": [[-1.893, 1.273, 0.505], [3.217, 1.460, 0.064], [2.962, 2.109, 1.405], [3.643, 3.260, 1.771], [3.397, 3.882, 2.985], [4.278, 5.327, 3.405], [2.462, 3.370, 3.861], [1.767, 2.217, 3.513], [2.022, 1.593, 2.297], [1.346, 0.488, 1.851], [0.583, -0.262, 2.776], [-0.776, 0.331, 3.103], [-1.239, 0.280, 4.213], [-1.409, 0.841, 2.073], [4.288, 1.404, -0.133], [2.763, 2.046, -0.739], [2.795, 0.455, 0.012], [4.384, 3.677, 1.098], [2.268, 3.863, 4.804], [1.015, 1.840, 4.192], [1.123, -0.417, 3.708], [0.405, -1.225, 2.292], [-1.362, -3.903, -3.851], [-1.797, -3.048, -2.684], [-3.041, -2.232, -2.966], [-0.676, -2.160, -2.405], [-0.473, -1.353, -1.043], [-1.238, -2.193, 0.520], [-1.171, 0.529, -1.476], [1.089, -1.132, -0.991], [2.164, -2.082, -1.277], [1.896, -3.458, -0.704], [2.465, -2.081, -2.759], [-2.149, -4.616, -4.101], [-0.455, -4.460, -3.610], [-1.166, -3.281, -4.727], [-1.949, -3.664, -1.799], [-2.877, -1.564, -3.815], [-3.321, -1.628, -2.102], [-3.871, -2.902, -3.200], [3.003, -1.638, -0.745], [1.054, -3.939, -1.206], [1.677, -3.409, 0.361], [2.782, -4.079, -0.851], [1.632, -2.497, -3.325], [3.355, -2.685, -2.944], [2.656, -1.066, -3.111], [0.039, 3.085, 0.619], [-0.382, 4.765, 0.172], [0.154, 5.172, -1.450], [0.125, 5.394, 0.889], [-1.456, 4.870, 0.235], [-4.468, -0.668, 0.996], [-3.789, 0.558, 0.607], [-4.524, 1.697, 0.267], [-6.129, 1.726, 0.113], [-3.362, 2.962, 0.061], [-3.672, -1.345, 1.283], [-5.025, -1.045, 0.146], [-5.136, -0.443, 1.819]],
  "mulliken_charge": [0.374, -1.169, 1.331, -0.647, 0.166, -0.238, -0.998, -0.509, 0.274, -0.303, -0.772, 0.957, -0.632, -0.356, 0.504, 0.297, -0.256, 0.448, 0.454, 0.432, 0.354, 0.327, -1.537, 0.615, -1.051, -0.137, 0.689, -0.493, -0.560, -0.194, 0.745, -1.371, -1.301, 0.443, 0.342, 0.326, 0.298, 0.302, -0.038, 0.464, 0.311, 0.206, 0.307, 0.482, 0.148, 0.475, 0.313, 0.099, -0.432, -0.158, 0.373, 0.241, -0.751, 0.239, 0.299, -0.241, -0.372, 0.146, 0.343, 0.392]
}

=====

Record 3
{
  "formula": "C18H27AsCl2N5Si2V",
  "method": "ωB97M-V with the def2-TZVPD basis set",
  "charge": 0,
  "largest_force_ev_per_a": 1.54,
  "lumo_energy_ha": [0.00604, 0.00621],
  "orbital_gap_ev": [5.58, 7.43],
  "homo_energy_ev": [-5.4168, -7.2627],
  "multiplicity": 3,
  "species": ["V", "N", "C", "C", "N", "C", "C", "N", "C", "C", "N", "H", "H", "H", "H", "H", "H", "Cl", "C", "C", "C", "C", "C", "Cl", "C", "N", "H", "H", "H", "C", "Si", "C", "C", "As", "Si", "C", "C", "C", "H", "H", "H", "H", "H", "H", "H", "H", "H", "H", "H", "H", "H", "H", "H", "H", "H", "H"],
  "positions_angstrom": [[-0.018, -0.715, 0.958], [-2.409, -2.030, 3.779], [-3.069, -2.764, 2.799], [-2.543, -2.398, 1.606], [-1.558, -1.461, 1.808], [-1.483, -1.245, 3.140], [-0.562, -0.295, 3.581], [0.172, 0.389, 2.655], [0.996, 1.228, 3.385], [0.768, 1.081, 4.710], [-0.217, 0.113, 4.848], [-2.520, -2.151, 4.767], [-3.837, -3.476, 3.041], [-2.783, -2.742, 0.615], [1.694, 1.897, 2.913], [1.209, 1.574, 5.557], [-0.546, -0.282, 5.706], [2.152, 0.101, 0.121], [2.667, -1.434, -0.523], [3.919, -1.666, -1.038], [4.239, -2.960, -1.428], [3.320, -3.988, -1.254], [2.063, -3.730, -0.743], [0.927, -5.010, -0.488], [1.658, -2.425, -0.402], [0.460, -2.017, 0.030], [4.639, -0.861, -1.117], [5.210, -3.173, -1.853], [3.583, -5.002, -1.521], [1.104, 1.525, -3.198], [-0.322, 0.297, -2.887], [-1.761, 0.699, -4.067], [0.367, -1.392, -3.411], [-1.381, 0.273, -0.774], [-1.165, 2.506, -0.084], [-2.185, 2.613, 1.527], [0.572, 3.216, 0.227], [-1.988, 3.663, -1.346], [1.168, 1.789, -4.256], [2.051, 1.062, -2.911], [0.991, 2.450, -2.632], [-1.501, 0.549, -5.117], [-2.088, 1.734, -3.939], [-2.607, 0.055, -3.820], [0.616, -1.401, -4.475], [-0.367, -2.180, -3.226], [1.274, -1.646, -2.862], [-2.490, 1.608, 1.829], [-3.093, 3.199, 1.368], [-1.638, 3.067, 2.357], [1.086, 2.683, 1.028], [0.525, 4.271, 0.507], [1.190, 3.131, -0.668], [-2.985, 3.287, -1.587], [-1.412, 3.706, -2.274], [-2.096, 4.679, -0.962]],
  "mulliken_charge": [0.410, -0.069, -0.768, -0.457, 0.396, -0.458, 0.339, 0.473, -0.406, -0.882, -0.109, 0.176, 0.412, 0.461, 0.387, 0.418, 0.168, -0.191, 1.119, -0.641, -0.407, -0.585, 0.471, -0.224, -1.124, -0.445, 0.443, 0.385, 0.417, -0.993, 0.454, -1.153, -0.920, 0.249, 0.608, -1.163, -0.524, -1.140, 0.402, 0.223, 0.225, 0.355, 0.282, 0.322, 0.427, 0.255, 0.124, 0.173, 0.420, 0.322, -0.248, 0.420, 0.221, 0.304, 0.278, 0.370]
}

=====

Record 4
{
  "formula": "C18H27BF4N6O5",
  "method": "ωB97M-V with the def2-TZVPD basis set",
  "charge": -2,
  "largest_force_ev_per_a": 2.28,
  "lumo_energy_ha": 0.15676,
  "orbital_gap_ev": 5.21,
  "homo_energy_ev": -0.9449,
  "species": ["N", "C", "C", "O", "C", "C", "O", "B", "C", "F", "F", "C", "F", "F", "O", "C", "C", "O", "O", "H", "H", "H", "H", "H", "H", "H", "H", "H", "H", "H", "H", "C", "C", "N", "H", "H", "H", "C", "C", "N", "H", "H", "H", "C", "C", "N", "H", "H", "H", "C", "C", "N", "H", "H", "H", "C", "C", "N", "H", "H", "H"],
  "positions_angstrom": [[-0.212, 0.876, -4.497], [-1.122, -0.135, -3.898], [-1.417, 0.336, -2.406], [-2.314, 1.468, -2.395], [-1.983, -0.881, -1.548], [-1.280, -0.896, -0.146], [-0.423, -2.023, 0.143], [0.148, -1.565, 1.444], [0.634, -2.732, 2.512], [-0.482, -3.202, 3.259], [1.204, -3.878, 1.920], [1.628, -2.183, 3.626], [1.921, -0.835, 3.452], [2.866, -2.846, 3.610], [-1.029, -0.963, 2.134], [-2.137, -0.893, 1.182], [-2.961, 0.436, 1.405], [-4.195, 0.389, 1.615], [-2.281, 1.525, 1.333], [-0.078, 1.672, -3.872], [-0.648, 1.271, -5.335], [-2.092, -0.203, -4.454], [-0.573, -1.105, -3.818], [-0.436, 0.706, -1.997], [-3.008, 1.292, -3.052], [-1.820, -1.833, -2.106], [-3.077, -0.652, -1.423], [-0.670, 0.035, -0.036], [0.998, -0.783, 1.068], [1.147, -2.262, 4.629], [-2.697, -1.828, 1.448], [3.434, -0.919, -1.439], [2.263, -0.070, -1.595], [1.327, 0.580, -1.721], [3.424, -1.435, -0.477], [3.483, -1.680, -2.216], [4.358, -0.341, -1.491], [4.575, -4.882, -0.049], [4.980, -4.042, -1.172], [5.300, -3.376, -2.051], [3.536, -4.698, 0.231], [4.667, -5.942, -0.291], [5.189, -4.692, 0.832], [-2.306, 5.272, -3.139], [-1.155, 4.523, -3.626], [-0.248, 3.932, -4.009], [-2.783, 5.838, -3.941], [-3.063, 4.614, -2.710], [-2.021, 5.985, -2.363], [0.915, 5.926, 0.151], [-0.308, 6.719, 0.071], [-1.272, 7.340, 0.004], [0.944, 5.332, 1.066], [0.996, 5.235, -0.689], [1.802, 6.560, 0.142], [-2.405, -2.447, 6.047], [-0.995, -2.145, 6.255], [0.117, -1.911, 6.417], [-2.730, -2.143, 5.049], [-2.602, -3.515, 6.146], [-3.035, -1.927, 6.770]],
  "mulliken_charge": [-0.626, -0.556, 0.479, -0.479, -1.021, 0.156, -1.078, 0.703, 0.912, -0.314, -0.355, 0.611, -0.269, -0.338, -0.491, 0.247, 0.289, -0.808, -0.713, 0.265, 0.298, 0.344, 0.336, 0.033, 0.394, 0.400, 0.243, 0.224, -0.360, -0.257, 0.024, -0.856, 0.339, -0.502, 0.159, 0.270, 0.335, -0.606, 0.423, -0.464, 0.122, 0.305, 0.259, -0.717, 0.514, -0.527, 0.294, 0.256, 0.132, -0.664, 0.384, -0.451, 0.270, 0.209, 0.272, -0.775, 0.489, -0.551, 0.207, 0.264, 0.321]
}

=====

charge of number 2 (C18H27AlCl3O6PS4)? 0